[1]
Formula: C42H62HgN2O9Si
Source: the Open Molecules 2025 dataset
Level of theory: wB97M-V/def2-TZVPD

Geometry as ORCA input:
```
! wB97M-V def2-TZVPD RIJCOSX def2/J DEFGRID3
* xyz -1 2
Hg 0.180 0.626 -0.489
C -0.642 3.487 0.840
C -0.618 3.667 -0.676
O 0.556 3.083 -1.224
C 0.535 2.811 -2.620
C 1.615 1.793 -2.980
O 1.134 0.465 -2.784
C 2.117 -0.567 -2.670
C 1.504 -1.793 -2.000
O 1.327 -1.490 -0.634
C 0.610 -2.382 0.208
C 0.601 -1.783 1.620
O -0.321 -0.648 1.578
C -0.251 0.280 2.650
C -1.048 1.561 2.378
O -0.782 2.107 1.098
H -1.504 4.041 1.230
H 0.274 3.872 1.301
H -0.654 4.739 -0.908
H -1.500 3.176 -1.109
H 0.741 3.737 -3.173
H -0.448 2.430 -2.923
H 2.503 1.975 -2.364
H 1.876 1.925 -4.038
H 2.961 -0.212 -2.069
H 2.469 -0.842 -3.673
H 2.187 -2.647 -2.106
H 0.543 -2.039 -2.474
H 1.138 -3.340 0.265
H -0.405 -2.526 -0.178
H 2.410 -0.884 1.481
H 0.165 -2.536 2.287
H 0.790 0.506 2.879
H -0.709 -0.161 3.546
H -0.755 2.269 3.162
H -2.126 1.371 2.444
C -2.995 -2.876 -4.102
C -3.401 -1.446 -3.769
C -2.382 -0.460 -4.332
C -4.794 -1.140 -4.306
O -3.444 -1.375 -2.352
Si -3.197 -0.064 -1.378
O -1.689 0.390 -1.377
O -3.790 -0.472 0.100
C -4.074 -1.711 0.734
C -5.295 -2.347 0.080
C -2.869 -2.633 0.638
C -4.357 -1.368 2.192
O -4.166 1.143 -1.964
C -4.954 2.123 -1.313
C -4.258 2.649 -0.060
C -5.135 3.249 -2.325
C -6.302 1.507 -0.953
H -2.985 -3.037 -5.181
H -3.696 -3.577 -3.650
H -2.000 -3.085 -3.709
H -2.273 -0.609 -5.408
H -1.414 -0.594 -3.851
H -2.700 0.567 -4.153
H -4.801 -1.175 -5.397
H -5.107 -0.149 -3.980
H -5.509 -1.872 -3.929
H -5.125 -2.471 -0.989
H -6.177 -1.725 0.226
H -5.489 -3.326 0.521
H -2.656 -2.878 -0.402
H -3.059 -3.558 1.184
H -2.004 -2.137 1.073
H -5.172 -0.647 2.255
H -3.470 -0.931 2.650
H -4.634 -2.260 2.754
H -3.261 3.016 -0.312
H -4.152 1.862 0.684
H -4.833 3.469 0.372
H -4.167 3.678 -2.584
H -5.772 4.038 -1.924
H -5.590 2.860 -3.236
H -6.160 0.694 -0.246
H -6.782 1.109 -1.848
H -6.960 2.253 -0.504
N 2.208 1.153 0.210
C 2.463 1.775 1.190
C 2.702 2.459 2.357
C 2.883 1.753 3.594
C 3.078 2.452 4.755
C 3.120 3.857 4.775
C 2.967 4.551 3.568
C 2.767 3.892 2.381
H 2.863 0.671 3.598
H 3.204 1.898 5.677
H 3.281 4.391 5.701
H 3.010 5.634 3.565
H 2.660 4.441 1.454
N 1.879 -1.435 2.144
C 2.614 -2.549 2.704
C 3.296 -3.421 1.806
C 3.615 -3.028 0.476
C 4.251 -3.871 -0.417
C 4.613 -5.165 -0.068
C 4.300 -5.587 1.224
C 3.670 -4.758 2.126
C 2.660 -2.614 4.136
C 3.615 -3.360 4.872
C 3.638 -3.368 6.252
C 2.723 -2.635 7.002
C 1.792 -1.872 6.309
C 1.760 -1.859 4.927
H 3.376 -2.024 0.148
H 4.484 -3.497 -1.410
H 5.112 -5.821 -0.770
H 4.538 -6.602 1.529
H 3.401 -5.158 3.093
H 4.382 -3.904 4.341
H 4.406 -3.945 6.757
H 2.748 -2.644 8.083
H 1.072 -1.271 6.856
H 1.026 -1.245 4.432
*
```

Calculated values
frontier orbital gap (alpha / beta)	4.613 / 4.620	eV
relative energy (zero: lowest compared OMol25 entry of this formula, charge and spin)	4.0	kcal/mol
⟨S²⟩	0.78
lowest unoccupied orbital energy (alpha / beta)	2.2 / 2.2	eV
DFT total energy	-2867.2951	hartree

Results of the Löwdin charge analysis, in e, for atoms 1 through 5:
1 Hg 1.27
2 C -0.16
3 C -0.18
4 O -0.20
5 C -0.18

=====

[2]
Formula: C42H62N4O2PtSe
Source: the Open Molecules 2025 dataset
Level of theory: wB97M-V/def2-TZVPD

Geometry as ORCA input:
```
! wB97M-V def2-TZVPD RIJCOSX def2/J DEFGRID3
* xyz 0 1
Pt -0.486 -0.527 -0.379
C -2.147 1.616 0.698
N -1.380 1.332 -0.526
C -2.228 1.598 -1.706
C -0.154 2.219 -0.564
C 0.773 1.924 -1.759
N 1.245 0.555 -1.695
C 2.418 0.405 -0.833
C 2.848 -1.030 -0.669
C 4.078 -1.419 -1.169
C 4.562 -2.710 -1.002
C 3.751 -3.609 -0.320
C 2.503 -3.283 0.200
C 2.046 -1.964 0.030
O 0.865 -1.599 0.577
C 1.668 -4.318 0.953
C 0.304 -4.480 0.275
C 1.482 -3.880 2.413
C 2.337 -5.694 0.965
C 5.959 -3.067 -1.496
C 6.989 -2.295 -0.660
C 6.260 -4.559 -1.362
C 6.116 -2.673 -2.969
C 1.391 -0.108 -2.998
C 0.889 -1.545 -3.039
C 1.712 -2.544 -3.525
C 1.245 -3.845 -3.702
C -0.064 -4.113 -3.327
C -0.931 -3.159 -2.796
C -0.462 -1.838 -2.697
O -1.241 -0.822 -2.299
C -2.380 -3.532 -2.467
C -3.254 -3.109 -3.655
C -2.541 -5.044 -2.259
C -2.902 -2.840 -1.198
C 2.171 -4.925 -4.265
C 1.404 -6.179 -4.688
C 2.920 -4.389 -5.490
C 3.190 -5.311 -3.186
H -2.430 2.673 0.716
H -1.537 1.374 1.564
H -3.043 1.000 0.702
H -2.348 2.680 -1.823
H -3.202 1.143 -1.543
H -1.803 1.154 -2.594
H 0.364 2.057 0.382
H -0.472 3.270 -0.603
H 1.596 2.659 -1.771
H 0.221 2.055 -2.690
H 2.156 0.822 0.147
H 3.258 0.998 -1.238
H 4.677 -0.672 -1.678
H 4.103 -4.619 -0.195
H -0.284 -3.568 0.345
H -0.253 -5.291 0.751
H 0.427 -4.722 -0.782
H 0.976 -2.922 2.478
H 2.448 -3.795 2.912
H 0.889 -4.626 2.946
H 2.489 -6.084 -0.043
H 1.692 -6.395 1.497
H 3.300 -5.681 1.477
H 6.901 -2.556 0.395
H 6.842 -1.219 -0.751
H 8.002 -2.530 -0.989
H 6.276 -4.873 -0.318
H 7.244 -4.768 -1.783
H 5.532 -5.173 -1.892
H 6.049 -1.594 -3.109
H 5.347 -3.139 -3.587
H 7.089 -2.994 -3.344
H 2.439 -0.070 -3.328
H 0.798 0.467 -3.715
H 2.741 -2.294 -3.749
H -0.426 -5.123 -3.430
H -2.942 -3.619 -4.568
H -3.175 -2.034 -3.817
H -4.301 -3.354 -3.467
H -2.374 -5.613 -3.173
H -3.561 -5.254 -1.937
H -1.860 -5.415 -1.492
H -3.186 -1.808 -1.387
H -2.155 -2.837 -0.401
H -3.776 -3.380 -0.827
H 0.621 -5.946 -5.411
H 0.945 -6.681 -3.837
H 2.091 -6.888 -5.152
H 2.226 -3.991 -6.231
H 3.497 -5.190 -5.954
H 3.616 -3.595 -5.223
H 2.698 -5.802 -2.345
H 3.688 -4.424 -2.797
H 3.946 -5.990 -3.589
C -2.244 -0.081 4.864
N -1.316 0.999 5.110
C -0.186 1.243 4.406
Se 0.478 0.287 2.986
N 0.393 2.338 4.968
C -0.353 2.794 6.038
C -0.185 3.844 6.924
C -1.156 4.002 7.900
C -2.254 3.143 7.988
C -2.421 2.090 7.101
C -1.449 1.933 6.127
H -1.908 -0.615 3.976
H -3.244 0.321 4.701
H -2.258 -0.762 5.715
H 1.260 2.705 4.616
H 0.663 4.509 6.861
H -1.059 4.808 8.613
H -2.988 3.302 8.764
H -3.267 1.423 7.171
*
```

Calculated values
frontier orbital gap (alpha / beta)	6.771 / 6.333	eV
relative energy (zero: lowest compared OMol25 entry of this formula, charge and spin)	33.0	kcal/mol
lowest unoccupied orbital energy (alpha / beta)	0.0 / -0.1	eV
DFT total energy	-4527.8390	hartree

Results of the Löwdin charge analysis, in e, for atoms 1 through 5:
1 Pt 1.17
2 C -0.11
3 N -0.40
4 C -0.08
5 C -0.16

=====

[3]
Formula: C42H63BHoN8O3P2S2
Source: the Open Molecules 2025 dataset
Level of theory: wB97M-V/def2-TZVPD

Geometry as ORCA input:
```
! wB97M-V def2-TZVPD RIJCOSX def2/J DEFGRID3
* xyz 1 5
Ho -0.552 -0.290 -0.634
C -1.356 -0.695 5.413
C -1.088 -1.630 4.230
C -0.478 -2.942 4.737
C -2.441 -1.970 3.596
P 0.016 -0.910 2.822
C -0.567 0.885 2.925
N 0.036 1.795 1.980
B 0.339 1.592 0.579
N 1.015 2.817 0.218
C 1.682 3.140 -1.019
P 2.878 1.769 -1.488
C 4.471 2.372 -0.607
C 5.391 1.149 -0.554
C 5.200 3.562 -1.219
C 4.095 2.743 0.830
C 3.028 2.142 -3.356
C 1.744 1.535 -3.941
C 4.228 1.375 -3.914
C 3.110 3.608 -3.779
C 0.994 3.708 1.266
C 1.407 5.028 1.348
C 1.238 5.694 2.547
C 0.665 5.063 3.642
C 0.246 3.745 3.573
C 0.402 3.069 2.373
C 1.799 -0.790 3.548
C 1.976 -0.294 4.980
C 2.420 -2.187 3.422
C 2.556 0.186 2.642
H -1.826 -1.269 6.211
H -2.040 0.106 5.139
H -0.448 -0.261 5.813
H -1.245 -3.528 5.245
H 0.316 -2.756 5.456
H -0.091 -3.544 3.917
H -3.131 -2.321 4.363
H -2.334 -2.749 2.844
H -2.878 -1.101 3.108
H -0.383 1.254 3.937
H -1.656 0.838 2.769
H 2.232 4.078 -0.921
H 0.940 3.249 -1.815
H 5.586 0.747 -1.543
H 4.944 0.367 0.057
H 6.346 1.417 -0.108
H 5.641 3.323 -2.181
H 6.006 3.862 -0.550
H 4.531 4.412 -1.328
H 3.372 2.042 1.234
H 3.675 3.743 0.887
H 4.986 2.726 1.457
H 1.586 0.533 -3.528
H 1.831 1.469 -5.025
H 0.891 2.165 -3.693
H 4.188 0.327 -3.618
H 5.164 1.801 -3.564
H 4.235 1.424 -5.003
H 2.280 4.191 -3.386
H 3.073 3.662 -4.868
H 4.041 4.066 -3.463
H 1.833 5.549 0.504
H 1.546 6.725 2.624
H 0.523 5.611 4.558
H -0.208 3.282 4.437
H 1.536 -0.968 5.708
H 1.564 0.704 5.111
H 3.045 -0.239 5.191
H 2.158 -2.808 4.271
H 3.506 -2.125 3.394
H 2.084 -2.690 2.516
H 2.329 1.208 2.935
H 2.278 0.059 1.595
H 3.630 0.039 2.751
C -3.792 -1.355 -4.614
C -3.638 -0.015 -4.005
N -4.597 0.818 -3.737
N -4.017 1.896 -3.161
C -2.683 1.726 -3.027
S -1.513 2.707 -2.416
N -2.439 0.506 -3.608
N -1.173 -0.071 -3.602
H -4.843 -1.546 -4.809
H -3.420 -2.115 -3.927
H -3.243 -1.424 -5.553
H -4.571 2.669 -2.824
H -0.528 0.540 -4.114
H -1.221 -0.983 -4.049
O -2.946 0.452 -0.569
S -3.120 -0.982 -0.354
O -2.310 -1.419 0.786
N -2.506 -1.649 -1.646
C -2.307 -3.006 -1.685
C -3.284 -3.955 -1.436
C -3.019 -5.320 -1.588
C -1.791 -5.762 -2.007
C -0.758 -4.836 -2.245
C 0.536 -5.220 -2.648
C 1.502 -4.264 -2.815
C 1.177 -2.922 -2.579
N -0.018 -2.514 -2.202
C -0.996 -3.447 -2.060
C -4.861 -1.329 -0.128
C -5.383 -1.727 1.087
C -6.746 -1.969 1.193
C -7.570 -1.821 0.090
C -7.033 -1.427 -1.126
C -5.676 -1.175 -1.237
H -4.269 -3.631 -1.124
H -3.808 -6.028 -1.384
H -1.587 -6.813 -2.146
H 0.744 -6.268 -2.805
H 2.502 -4.528 -3.120
H 1.927 -2.151 -2.700
H -4.729 -1.839 1.935
H -7.165 -2.270 2.140
H -8.631 -2.006 0.173
H -7.670 -1.304 -1.987
H -5.251 -0.847 -2.171
O 1.882 -1.675 -0.132
H 2.695 -1.151 -0.107
H 2.035 -2.438 0.441
*
```

Calculated values
frontier orbital gap (alpha / beta)	6.551 / 6.558	eV
⟨S²⟩	6.00
lowest unoccupied orbital energy (alpha / beta)	-2.7 / -2.7	eV
DFT total energy	-4753.9115	hartree

Results of the Löwdin charge analysis, in e, for atoms 1 through 5:
1 Ho 1.57
2 C -0.09
3 C -0.68
4 C -0.10
5 C -0.14

=====

[4]
Formula: C42H63BrN9OPS
Source: the Open Molecules 2025 dataset
Level of theory: wB97M-V/def2-TZVPD

Geometry as ORCA input:
```
! wB97M-V def2-TZVPD RIJCOSX def2/J DEFGRID3
* xyz 0 1
C 3.711 1.537 -1.821
N 4.487 2.738 -1.569
C 4.110 3.875 -2.426
C 2.795 4.496 -1.989
C 1.636 4.182 -2.693
C 0.415 4.698 -2.285
C 0.296 5.532 -1.174
C 1.456 5.862 -0.480
C 2.682 5.344 -0.888
P 4.153 5.764 0.107
O 3.516 5.389 1.580
Br 4.172 8.021 0.103
N -0.966 6.034 -0.792
C -1.997 5.061 -0.735
C -2.846 5.002 0.371
C -3.833 4.029 0.416
C -4.001 3.131 -0.634
C -3.170 3.193 -1.742
C -2.177 4.163 -1.784
S -1.074 4.313 -3.168
H 4.015 0.790 -1.094
H 3.900 1.142 -2.816
H 2.623 1.658 -1.712
H 4.411 3.011 -0.599
H 4.914 4.604 -2.392
H 3.979 3.483 -3.431
H 1.649 3.544 -3.564
H 1.377 6.507 0.384
H 2.603 5.093 1.450
H -0.866 6.472 0.115
H -2.720 5.715 1.170
H -4.471 3.978 1.288
H -4.764 2.372 -0.578
H -3.266 2.496 -2.560
C -7.386 -0.099 1.062
C -8.272 -0.004 -0.175
C -7.642 -0.665 -1.406
C -6.372 -0.026 -1.756
N -5.374 0.468 -2.030
H -6.440 0.426 0.916
H -7.881 0.352 1.922
H -7.165 -1.140 1.306
H -8.484 1.045 -0.390
H -9.228 -0.489 0.027
H -8.312 -0.591 -2.263
H -7.451 -1.723 -1.216
C -4.019 -3.735 -1.582
C -4.614 -4.723 -2.583
C -5.947 -4.252 -3.165
C -6.940 -4.091 -2.102
N -7.692 -3.964 -1.246
H -4.673 -3.601 -0.718
H -3.060 -4.099 -1.211
H -3.853 -2.755 -2.036
H -4.761 -5.687 -2.104
H -3.906 -4.875 -3.399
H -6.328 -4.978 -3.884
H -5.827 -3.295 -3.678
C 8.506 3.180 -0.667
C 8.778 2.437 0.635
C 8.784 0.914 0.460
C 7.491 0.436 -0.031
N 6.481 0.062 -0.423
H 7.514 2.939 -1.058
H 8.542 4.257 -0.507
H 9.245 2.930 -1.428
H 8.022 2.716 1.374
H 9.738 2.744 1.032
H 8.995 0.420 1.410
H 9.555 0.616 -0.253
C -2.022 6.166 5.354
C -1.217 4.879 5.489
C 0.160 4.963 4.819
C 0.029 5.220 3.384
N -0.074 5.413 2.260
H -2.235 6.396 4.309
H -2.978 6.073 5.869
H -1.487 7.013 5.787
H -1.781 4.051 5.056
H -1.073 4.650 6.546
H 0.708 4.030 4.950
H 0.754 5.766 5.259
C -3.544 -9.560 -0.516
C -3.338 -10.157 -1.902
C -3.168 -9.063 -2.962
C -4.365 -8.222 -2.988
N -5.317 -7.584 -3.008
H -4.453 -8.959 -0.477
H -3.644 -10.348 0.230
H -2.702 -8.928 -0.226
H -4.192 -10.786 -2.160
H -2.457 -10.801 -1.903
H -3.016 -9.491 -3.953
H -2.304 -8.438 -2.730
C 14.024 1.537 1.784
C 13.979 1.106 0.323
C 13.765 2.280 -0.640
C 12.495 2.957 -0.370
N 11.493 3.472 -0.159
H 13.081 1.987 2.097
H 14.208 0.679 2.430
H 14.821 2.264 1.955
H 13.180 0.374 0.186
H 14.915 0.609 0.062
H 13.754 1.930 -1.672
H 14.572 3.007 -0.541
C -8.604 -7.488 2.564
C -7.467 -6.619 2.040
C -6.352 -7.434 1.376
C -5.742 -8.377 2.321
N -5.267 -9.110 3.063
H -8.259 -8.173 3.340
H -9.388 -6.869 2.999
H -9.048 -8.079 1.760
H -7.049 -6.035 2.862
H -7.858 -5.909 1.310
H -5.570 -6.772 1.002
H -6.746 -7.999 0.529
*
```

Calculated values
frontier orbital gap	7.965	eV
SMILES string	CNCc1cc2c(cc1P(O)Br)Nc1ccccc1S2.CCCC#N.CCCC#N.CCCC#N.CCCC#N.CCCC#N.CCCC#N.CCCC#N
relative energy (zero: lowest compared OMol25 entry of this formula, charge and spin)	0.0	kcal/mol
lowest unoccupied orbital energy	0.6	eV
DFT total energy	-5519.8045	hartree

Results of the Löwdin charge analysis, in e, for atoms 1 through 5:
1 C -0.15
2 N -0.11
3 C -0.20
4 C -0.23
5 C -0.05

=====

Q: Among the records above, which one has the lowest DFT total energy?
A: C42H63BrN9OPS

=====

Q: Which formula does entry 2 have?
A: C42H62N4O2PtSe

=====

Q: Number 1 is which compound?
A: C42H62HgN2O9Si